Density functional theory data (the ωB97M-V functional and the def2-TZVPD basis) for a structure of composition Cl2ILi2 at a distorted geometry.

Positions of all 5 atoms, in Å:
1 Li -0.040 -0.511 0.325
2 Li -0.122 1.943 -1.283
3 Cl 1.332 0.022 -1.682
4 Cl 1.293 -2.001 1.858
5 I -2.464 0.547 0.782

The charge is -1. The value obtained for the energy relative to the best compared isomer or geometry (same formula, charge and spin) is 11.3 kcal/mol. The highest occupied orbital energy is -4.67 eV.

Density functional theory data (the ωB97M-V functional and the def2-TZVPD basis) for the molecule C14H19NO3.

Positions of all 37 atoms, in Å:
1 C 0.211 4.292 1.617
2 H 0.341 5.372 1.555
3 O -0.885 3.993 0.786
4 C -1.258 2.692 0.645
5 C -0.650 1.618 1.286
6 C -1.100 0.323 1.071
7 C -2.159 0.098 0.202
8 C -2.769 1.167 -0.434
9 C -2.329 2.455 -0.218
10 H -2.790 3.297 -0.709
11 H -3.594 0.991 -1.108
12 H -2.510 -0.906 0.015
13 C -0.386 -0.836 1.735
14 N 0.219 -1.673 0.714
15 C 1.470 -1.481 0.264
16 O 2.284 -0.742 0.779
17 C 1.788 -2.338 -0.977
18 C 2.760 -1.599 -1.916
19 H 3.129 -0.706 -1.411
20 C 1.900 -1.263 -3.142
21 H 2.144 -1.925 -3.973
22 C 0.479 -1.547 -2.649
23 H 0.059 -0.659 -2.152
24 H -0.203 -1.877 -3.433
25 O 0.611 -2.606 -1.722
26 H 2.016 -0.232 -3.468
27 H 3.611 -2.223 -2.179
28 H 2.179 -3.299 -0.629
29 H -0.391 -2.234 0.135
30 C -1.316 -1.668 2.612
31 H -2.123 -2.096 2.023
32 H -1.750 -1.041 3.386
33 H -0.762 -2.476 3.083
34 H 0.445 -0.451 2.334
35 H 0.187 1.770 1.950
36 H 0.016 4.012 2.657
37 H 1.125 3.798 1.272

The SMILES is COc1cccc([C@@H](C)NC(=O)[C@@H]2CCCO2)c1. The charge is 0. The value obtained for the energy relative to the best compared isomer or geometry (same formula, charge and spin) is 33.1 kcal/mol. The highest occupied orbital energy is -8.51 eV.

Density functional theory data (the ωB97M-V functional and the def2-TZVPD basis) for a structure of composition C12H13N4OPdSSeTe.

Positions of all 34 atoms, in Å:
1 Pd -0.275 -0.149 -0.307
2 O -0.012 -1.257 2.241
3 N -1.250 -1.573 2.349
4 C -1.926 -1.221 3.472
5 C -3.254 -1.510 3.659
6 C -3.935 -2.179 2.639
7 C -3.253 -2.506 1.493
8 C -1.893 -2.206 1.294
9 S -1.027 -2.525 -0.148
10 H -1.302 -0.689 4.174
11 H -3.739 -1.195 4.573
12 H -4.989 -2.412 2.733
13 H -3.755 -2.989 0.665
14 Se -4.024 2.310 1.152
15 N -3.864 3.678 -0.035
16 C -2.729 3.436 -0.697
17 C -2.202 4.225 -1.736
18 C -1.012 3.832 -2.336
19 C -0.366 2.676 -1.900
20 N -0.808 1.896 -0.921
21 C -1.979 2.243 -0.311
22 N -2.487 1.492 0.655
23 H -2.740 5.113 -2.048
24 H -0.572 4.404 -3.144
25 H 0.563 2.356 -2.364
26 C 4.380 0.165 -1.934
27 Te 2.243 0.083 -1.257
28 C 2.680 -1.932 -0.695
29 H 4.556 -0.564 -2.728
30 H 5.045 -0.035 -1.092
31 H 4.567 1.170 -2.315
32 H 3.584 -1.932 -0.086
33 H 2.829 -2.535 -1.589
34 H 1.831 -2.299 -0.122

As for the spin multiplicity: 2. Its expectation value of S² is 0.78. The charge is -2. The value obtained for the energy relative to the best compared isomer or geometry (same formula, charge and spin) is 4.4 kcal/mol. The highest occupied orbital energy (alpha / beta) is 0.17 / 0.03 eV.

Density functional theory data (the ωB97M-V functional and the def2-TZVPD basis) for a cluster of 3 separate species, C31H64N4O3PS in total at a distorted geometry.

Positions of all 104 atoms, in Å:
1 C 10.481 -1.422 2.100
2 C 10.419 0.097 2.283
3 C 9.080 0.630 2.766
4 C 8.531 -0.072 4.021
5 P 9.123 2.536 3.067
6 C 9.066 4.443 3.400
7 C 7.722 4.869 3.965
8 C 6.612 4.777 2.931
9 C 5.248 4.550 3.567
10 C 4.109 4.536 2.552
11 C 2.915 3.709 3.076
12 C 2.275 2.843 1.998
13 S 0.731 2.080 2.600
14 C 1.336 0.608 3.283
15 N 1.040 -0.575 2.924
16 N 1.761 -1.445 3.743
17 C 2.437 -0.704 4.513
18 O 2.234 0.603 4.321
19 H 11.505 -1.713 1.876
20 H 10.114 -1.963 2.964
21 H 9.862 -1.703 1.249
22 H 11.215 0.453 2.939
23 H 10.583 0.513 1.290
24 H 8.358 0.468 1.964
25 H 7.517 -0.413 3.831
26 H 9.145 -0.890 4.389
27 H 8.442 0.645 4.838
28 H 9.702 2.303 4.425
29 H 10.509 2.659 2.564
30 H 8.568 2.767 1.704
31 H 7.767 2.405 3.665
32 H 9.161 4.933 2.427
33 H 9.880 4.760 4.051
34 H 7.468 4.264 4.835
35 H 7.757 5.909 4.316
36 H 6.824 3.893 2.330
37 H 6.621 5.630 2.251
38 H 5.095 5.335 4.310
39 H 5.320 3.597 4.083
40 H 4.455 4.185 1.582
41 H 3.771 5.562 2.442
42 H 2.158 4.392 3.446
43 H 3.242 3.060 3.877
44 H 2.060 3.419 1.105
45 H 2.964 2.061 1.698
46 H 3.126 -1.046 5.259
47 C -3.103 -3.792 -1.437
48 C -2.389 -2.655 -2.217
49 C -0.964 -3.074 -2.597
50 C 0.031 -3.041 -1.437
51 C -0.021 -1.695 -0.716
52 C -1.432 -1.327 -0.264
53 N -2.396 -1.403 -1.406
54 O -2.256 -0.374 -2.180
55 C -1.850 -2.262 0.887
56 C -1.432 0.066 0.347
57 C -3.187 -2.468 -3.503
58 H -3.731 -3.394 -0.641
59 H -3.768 -4.361 -2.087
60 H -2.405 -4.505 -0.998
61 H -0.594 -2.407 -3.382
62 H -0.994 -4.075 -3.033
63 H -0.164 -3.860 -0.740
64 H 1.039 -3.207 -1.822
65 H 0.640 -1.709 0.153
66 H 0.365 -0.918 -1.384
67 H -2.879 -2.063 1.194
68 H -1.204 -2.085 1.747
69 H -1.765 -3.320 0.653
70 H -1.058 0.824 -0.339
71 H -0.787 0.075 1.220
72 H -2.436 0.358 0.665
73 H -4.204 -2.131 -3.287
74 H -3.251 -3.417 -4.037
75 H -2.725 -1.754 -4.182
76 C -7.361 -2.647 -2.823
77 C -8.157 -2.329 -4.116
78 C -7.368 -1.367 -5.009
79 C -7.367 0.084 -4.529
80 C -8.793 0.561 -4.255
81 C -9.544 -0.358 -3.293
82 N -9.498 -1.774 -3.764
83 O -10.323 -1.940 -4.748
84 C -8.938 -0.217 -1.883
85 C -10.990 0.102 -3.152
86 C -8.295 -3.654 -4.860
87 H -8.016 -2.724 -1.956
88 H -6.851 -3.608 -2.890
89 H -6.594 -1.901 -2.610
90 H -7.789 -1.391 -6.019
91 H -6.340 -1.727 -5.097
92 H -6.744 0.194 -3.638
93 H -6.913 0.717 -5.294
94 H -8.774 1.573 -3.846
95 H -9.336 0.622 -5.204
96 H -9.414 -0.908 -1.185
97 H -9.104 0.795 -1.513
98 H -7.865 -0.381 -1.843
99 H -11.509 0.135 -4.109
100 H -11.014 1.108 -2.734
101 H -11.547 -0.556 -2.483
102 H -8.884 -4.371 -4.284
103 H -7.304 -4.076 -5.022
104 H -8.760 -3.533 -5.838

As for the spin multiplicity: 3. Its expectation value of S² is 2.01. The charge is -1. The highest occupied orbital energy (alpha / beta) is -3.44 / -3.44 eV.

| no. | DFT total energy (eV) |
| --- | --- |
| 1 | -33563.0308 |
| 2 | -22459.1026 |
| 3 | -107614.5192 |
| 4 | -65405.6881 |